[1]
C28H22F4N6O2Ru as an isolated structure, computed with ωB97M-V with the def2-TZVPD basis set.

Summary:
Net charge: +1
Highest occupied orbital energy (spin up / spin down), eV: -11.323 / -11.599
Gap between HOMO and LUMO (spin up / spin down), eV: 8.5 / 6.5
Multiplicity: 6

Geometry as XYZ:
```
63
C28H22F4N6O2Ru ωB97M-V with the def2-TZVPD basis set
Ru 0.87972 -0.04717 -1.21208
C 3.90749 0.54499 -0.57390
N 2.73231 0.08010 0.18995
C 3.01433 -1.25640 0.73244
C 2.41122 1.04276 1.25537
C 1.03381 0.84488 1.87381
N 0.01245 0.78377 0.83838
C -1.23453 1.19262 1.04208
C -2.10543 1.32078 -0.08312
F -1.66714 1.01700 -1.30814
C -3.38725 1.79258 0.03830
F -4.12975 1.91165 -1.06051
C -3.91373 2.14848 1.26988
C -3.11657 2.00161 2.39299
F -3.60352 2.29573 3.59577
C -1.82965 1.53418 2.30193
F -1.15946 1.35444 3.44128
H 4.80724 0.52267 0.04993
H 3.73878 1.56429 -0.91242
H 4.06085 -0.09372 -1.44098
H 3.95400 -1.26214 1.29406
H 3.09564 -1.98218 -0.07576
H 2.21657 -1.56556 1.40765
H 2.45785 2.04220 0.82513
H 3.15439 0.98336 2.05999
H 0.88301 1.65269 2.58363
H 0.99393 -0.08988 2.44703
H -4.92472 2.52350 1.35384
N -3.97149 -7.31838 5.01023
C -3.59012 -6.63897 4.16673
C -3.11432 -5.78016 3.10909
C -3.82834 -5.67090 1.92216
C -3.37827 -4.83633 0.91463
C -2.21106 -4.10912 1.09035
C -1.48827 -4.22123 2.26899
C -1.93899 -5.05510 3.27546
N -1.76067 -3.22827 0.04872
C -2.38657 -2.99978 -1.16437
C -1.62225 -2.10584 -1.83001
N -0.52869 -1.77666 -1.05298
C -0.64722 -2.46795 0.06301
H -4.73892 -6.23832 1.78764
H -3.95013 -4.76710 0.00237
H -0.57319 -3.66795 2.42713
H -1.37980 -5.14276 4.19669
H -3.30220 -3.47834 -1.45302
H -1.77775 -1.68043 -2.80611
H 0.04797 -2.43907 0.88294
O 0.86802 3.98376 -0.19820
C 1.22056 3.50257 -1.24925
N 1.10922 2.15701 -1.59232
C 1.71299 1.95358 -2.78261
O 1.83128 0.78678 -3.21072
C 2.19850 3.23649 -3.35664
C 2.84033 3.54972 -4.53505
C 3.17501 4.88762 -4.73857
C 2.87516 5.85600 -3.78498
C 2.23192 5.52345 -2.59204
C 1.90087 4.20093 -2.40329
H 3.07239 2.79146 -5.27114
H 3.67679 5.17951 -5.65176
H 3.14846 6.88571 -3.97441
H 1.99695 6.27086 -1.84517
```

Formally, the Mulliken partial charges of the atoms, in units of the elementary charge, are as follows: Ru 0.35; C -1.13; N 0.63; C -1.03; C -1.13; C -1.14; N 1.31; C -0.56; C 0.60; F -0.33; C 0.17; F -0.27; C -0.43; C 0.24; F -0.28; C 0.34; F -0.32; H 0.37; H 0.33; H 0.33; H 0.34; H 0.32; H 0.22; H 0.36; H 0.45; H 0.58; H 0.49; H 0.53; N -0.44; C -0.01; C 0.34; C -1.08; C -0.52; C 2.03; C -0.50; C -1.12; N 0.35; C 0.03; C -1.41; N 0.12; C -0.12; H 0.46; H 0.30; H 0.29; H 0.46; H 0.40; H 0.48; H -0.02; O -0.65; C -0.12; N 0.31; C 0.26; O -0.75; C 0.46; C -0.56; C -0.49; C -0.49; C -0.49; C 0.32; H 0.50; H 0.42; H 0.41; H 0.51

=====

[2]
C39H49F4N6OPSTaTe as an isolated structure at a distorted geometry, computed with ωB97M-V with the def2-TZVPD basis set.

Summary:
Net charge: +3
Relative energy (zero: lowest compared OMol25 entry of this formula, charge and spin), eV: 1.771
Highest occupied orbital energy, eV: -15.815
Gap between HOMO and LUMO, eV: 6.3
Multiplicity: 1

Geometry as XYZ:
```
103
C39H49F4N6OPSTaTe ωB97M-V with the def2-TZVPD basis set
Ta 1.31577 -0.48573 -0.30424
C -1.43102 -2.37299 -1.11578
N -0.12784 -2.49874 -0.42923
C -0.35102 -2.89870 0.98709
C 0.64833 -3.62611 -1.04892
C 1.98448 -3.03854 -1.43724
N 2.38610 -2.14709 -0.33186
C 3.48943 -2.37450 0.48237
C 3.52596 -1.57458 1.61696
F 2.44008 -0.68906 1.70134
C 4.51666 -1.60159 2.57300
F 4.44600 -0.78818 3.61481
C 5.56426 -2.48971 2.40076
C 5.56854 -3.29481 1.27245
F 6.56306 -4.13553 1.07419
C 4.56035 -3.24981 0.30926
F 4.65025 -4.03203 -0.76326
H -2.01482 -3.28798 -0.98667
H -1.25864 -2.23300 -2.17864
H -1.98510 -1.52975 -0.71343
H -0.89740 -3.84566 1.00978
H -0.91897 -2.15939 1.53951
H 0.61217 -3.05654 1.47133
H 0.11559 -4.03255 -1.90724
H 0.76913 -4.43026 -0.32646
H 1.85675 -2.44991 -2.35591
H 2.75457 -3.77063 -1.66132
H 6.36478 -2.55413 3.12489
S 5.40409 1.26118 -1.29300
C 5.15954 -0.02675 -2.39185
C 3.90366 -0.54641 -2.31754
C 3.06924 0.11154 -1.35586
C 3.78863 1.11885 -0.74316
C 3.14739 1.96616 0.23445
C 3.72980 3.08970 0.80019
C 2.97382 3.89287 1.63444
C 1.65328 3.54090 1.86465
C 1.14877 2.38954 1.29610
N 1.86875 1.57534 0.50332
H 5.96833 -0.33782 -3.03287
H 3.60078 -1.37862 -2.93531
H 4.75508 3.33950 0.56710
H 3.40109 4.78105 2.07909
H 1.00969 4.14584 2.48722
H 0.12856 2.11444 1.48534
C -0.88350 -0.42704 -3.97359
Te -0.00566 0.83019 -2.45954
C 1.41964 1.20377 -4.01077
C 0.55634 1.16254 -5.24793
C 0.87554 1.88045 -6.39035
C 0.05670 1.79337 -7.50796
C -1.08133 1.00253 -7.48240
C -1.41169 0.28863 -6.33885
C -0.59036 0.36522 -5.22384
H -1.94251 -0.56930 -3.77123
H -0.36083 -1.38536 -3.94700
H 2.16662 0.41190 -3.96049
H 1.90181 2.16253 -3.83276
H 1.75605 2.50819 -6.41240
H 0.30197 2.35607 -8.39720
H -1.72107 0.94955 -8.35150
H -2.30426 -0.32254 -6.32176
O -0.44192 0.05366 0.67102
P -1.72578 0.36822 1.54601
N -1.43370 -0.12837 3.06927
C -2.43808 -0.05507 4.17764
C -1.64744 -0.48190 5.40526
C -0.25513 0.06354 5.12391
C -0.06963 -0.25437 3.64685
N -1.95173 1.99150 1.41023
C -1.94617 2.74484 0.13426
C -2.95435 3.86704 0.35326
C -2.85242 4.13459 1.84853
C -2.71975 2.73878 2.44342
N -3.09005 -0.38170 1.04995
C -4.16316 0.33942 0.30694
C -5.28507 -0.69010 0.17099
C -5.05159 -1.63614 1.34261
C -3.53894 -1.76613 1.33510
H -3.29093 -0.69864 3.98597
H -2.80566 0.96401 4.29027
H -1.62521 -1.57021 5.48218
H -2.08929 -0.09263 6.31980
H 0.52026 -0.38846 5.73877
H -0.22507 1.14339 5.28473
H 0.28108 -1.28212 3.51605
H 0.63490 0.41747 3.16265
H -2.21397 2.10436 -0.71028
H -0.94369 3.14705 -0.05542
H -3.95859 3.53164 0.09070
H -2.72771 4.73842 -0.25666
H -3.71264 4.66411 2.25119
H -1.96352 4.72586 2.07464
H -3.70140 2.28106 2.60213
H -2.17768 2.73628 3.38889
H -3.81482 0.69469 -0.66637
H -4.48783 1.20067 0.89052
H -5.18452 -1.23711 -0.76829
H -6.26480 -0.21812 0.17267
H -5.54469 -2.59723 1.21576
H -5.39320 -1.19962 2.28255
H -3.22538 -2.44319 0.53830
H -3.11216 -2.13004 2.26373
```

These are the Mulliken partial charges, in e, on atoms 1 to 99: Ta -0.93; C -1.36; N 1.26; C -0.12; C -1.44; C -0.34; N 1.36; C 0.51; C -0.28; F 0.60; C -0.30; F -0.26; C -0.64; C 0.24; F -0.26; C 0.07; F -0.29; H 0.50; H 0.24; H 0.02; H 0.59; H -0.82; H 0.44; H 0.41; H 0.35; H -0.09; H 0.90; H 0.57; S -0.15; C -0.79; C -1.09; C 1.79; C -0.81; C 1.79; C -1.09; C -1.22; C -1.43; C 0.39; N 0.71; H 0.54; H 0.53; H 0.55; H 0.50; H 0.65; H 0.20; C -0.87; Te 0.04; C -0.53; C 0.44; C -0.89; C -0.66; C -0.64; C -0.87; C 0.54; H 0.66; H 0.46; H 0.26; H 0.69; H 0.50; H 0.44; H 0.44; H 0.48; O 0.68; P -2.91; N 0.58; C -0.36; C -0.83; C -0.79; C 0.36; N 0.79; C 0.32; C -0.76; C -0.88; C -0.78; N 0.58; C -0.22; C -0.78; C -0.86; C -0.28; H 0.07; H 0.31; H 0.30; H 0.42; H 0.42; H 0.35; H 0.20; H -0.24; H -0.15; H 0.24; H 0.31; H 0.42; H 0.46; H 0.30; H 0.50; H 0.31; H 0.12; H 0.40; H 0.30; H 0.42

=====

[3]
C27H36NOP2RuS4 as an isolated structure, computed with ωB97M-V with the def2-TZVPD basis set.

Summary:
Net charge: +1
Relative energy (zero: lowest compared OMol25 entry of this formula, charge and spin), eV: 0.196
Highest occupied orbital energy (spin up / spin down), eV: -9.942 / -9.942
Gap between HOMO and LUMO (spin up / spin down), eV: 4.9 / 4.9
Multiplicity: 1

Geometry as XYZ:
```
72
C27H36NOP2RuS4 ωB97M-V with the def2-TZVPD basis set
Ru 0.25976 0.49779 -0.12448
C 3.72194 -0.04464 -0.51004
C 3.30277 -0.82625 0.73310
C 4.49198 -1.07123 1.66047
P 1.79620 -0.10116 1.54863
C 2.20240 1.10535 2.87627
C 3.11369 2.21471 2.34388
C 2.71633 0.52557 4.18921
C 1.00734 -1.57434 2.21388
C 1.60066 -2.41928 3.15777
C 1.08832 -3.67325 3.40538
C -0.00933 -4.10775 2.67316
C -0.62273 -3.27921 1.74972
C -0.15714 -1.97499 1.53190
N -0.75802 -1.08528 0.62879
C -2.13227 -1.17704 0.35721
C -3.06961 -1.70861 1.25029
C -4.40630 -1.81009 0.89525
C -4.84708 -1.39586 -0.35246
C -3.94926 -0.80574 -1.21892
C -2.60923 -0.64956 -0.85950
P -1.35763 0.23090 -1.80805
C -0.79554 -0.89363 -3.14948
C -0.12039 -2.11668 -2.52716
C -1.91301 -1.30142 -4.10658
C -2.01214 1.78119 -2.55701
C -3.46790 1.79567 -3.01166
C -1.07309 2.22317 -3.68500
H 4.54097 -0.56710 -1.00991
H 4.06583 0.96344 -0.26454
H 2.90761 0.04558 -1.22999
H 2.92963 -1.80431 0.41427
H 4.94069 -0.13218 1.99205
H 5.25875 -1.62874 1.11963
H 4.22222 -1.65706 2.53860
H 1.21933 1.54619 3.06879
H 4.15453 1.88869 2.31063
H 3.06217 3.07482 3.01385
H 2.82503 2.55177 1.34841
H 3.68434 0.03672 4.06848
H 2.01309 -0.17945 4.62823
H 2.85033 1.34424 4.89848
H 2.49088 -2.10296 3.68792
H 1.55746 -4.31972 4.13473
H -0.39230 -5.11044 2.82021
H -1.46645 -3.64675 1.18321
H -2.75361 -2.03620 2.23008
H -5.11156 -2.22298 1.60666
H -5.88528 -1.50348 -0.63562
H -4.30107 -0.45121 -2.17851
H -0.04139 -0.32323 -3.70010
H -0.84855 -2.73898 -2.00336
H 0.66121 -1.84752 -1.81351
H 0.33812 -2.72011 -3.31243
H -2.73586 -1.77623 -3.56633
H -1.52951 -2.02988 -4.82298
H -2.30695 -0.45637 -4.67161
H -1.91309 2.49759 -1.73529
H -3.68274 1.01605 -3.74325
H -3.66813 2.75608 -3.48961
H -4.15585 1.69330 -2.17541
H -1.22343 1.61863 -4.58111
H -0.02020 2.16896 -3.40150
H -1.29171 3.25976 -3.94693
O -0.89570 7.15070 -0.01651
C -0.65133 5.99060 -0.00783
S -1.59281 4.79456 0.93449
C -0.67076 3.41162 0.41659
C 0.38233 3.61927 -0.46235
S 1.36270 2.35104 -0.97294
S 0.67768 5.25539 -0.95606
S -1.00734 1.86155 0.97782
```

Formally, the Mulliken partial charges of the atoms, in units of the elementary charge, are as follows: Ru -0.38; C -1.26; C 0.49; C -1.49; P 1.33; C 0.79; C -1.27; C -1.57; C 0.25; C -0.76; C -1.05; C -0.96; C -0.55; C -0.19; N 0.98; C -0.45; C -0.66; C -0.85; C -1.11; C -0.65; C 0.35; P 1.21; C 0.49; C -1.49; C -1.34; C 1.52; C -1.69; C -1.66; H 0.50; H 0.29; H 0.08; H 0.49; H 0.23; H 0.48; H 0.29; H 0.33; H 0.21; H 0.48; H 0.18; H 0.25; H 0.39; H 0.48; H 0.29; H 0.45; H 0.40; H 0.62; H 0.68; H 0.42; H 0.47; H 0.58; H 0.66; H 0.34; H 0.08; H 0.57; H 0.27; H 0.45; H 0.29; H -0.31; H 0.25; H 0.49; H 0.47; H 0.31; H 0.36; H 0.47; O -0.47; C 0.59; S -0.06; C 0.18; C 0.28; S -0.40; S -0.10; S -0.37

=====

Number 1: DFT total energy -2053.2746 Ha. Number 2: DFT total energy -3382.5534 Ha. Number 3: DFT total energy -3550.6717 Ha.